Entry 1:
DFT (the ωB97M-V functional and the def2-TZVPD basis) results for the molecule C24H19ClN4O4 in a non-equilibrium geometry.

Output
Kohn-Sham gap, eV: 7.56
Spin multiplicity: 1
Highest occupied orbital energy, eV: -8.7
SMILES: Cc1ncc(CO)c2cc(C(=O)Nc3ccccc3Cl)/c(=N/c3cccc(C(N)=O)c3)oc12
Energy, Eh: -1906.209931
F_max, hartree/bohr: 0.02585

```
52
C24H19ClN4O4 (the ωB97M-V functional and the def2-TZVPD basis)
C -4.29586 -0.75787 -0.61336
C -3.85700 0.66016 -0.46565
N -4.77241 1.60634 -0.42997
C -4.41305 2.87475 -0.28767
C -3.10364 3.30862 -0.17810
C -2.77532 4.76714 0.02327
O -2.39859 5.05883 1.34948
C -2.09859 2.32250 -0.21764
C -0.69129 2.57023 -0.11601
C 0.21537 1.56224 -0.14645
C 1.65961 1.96023 -0.00063
O 1.94336 3.13423 0.15635
N 2.53531 0.93323 -0.04698
C 3.91775 0.97263 0.07643
C 4.64661 2.15672 0.17815
C 6.02370 2.12860 0.29294
C 6.70458 0.92367 0.30754
C 5.99906 -0.26390 0.20989
C 4.62205 -0.23810 0.09742
Cl 3.75831 -1.74357 -0.01092
C -0.24901 0.19572 -0.30775
N 0.55489 -0.78668 -0.40591
C 0.18295 -2.11864 -0.52120
C 0.84349 -2.89838 -1.47057
C 0.54277 -4.24104 -1.59297
C -0.39695 -4.82527 -0.76241
C -1.02902 -4.06513 0.21677
C -2.03715 -4.73384 1.09079
N -2.12092 -4.23986 2.35439
O -2.74604 -5.63857 0.70589
C -0.74477 -2.71175 0.33166
O -1.59444 -0.02351 -0.40289
C -2.49225 0.98512 -0.36245
H -3.77752 -1.22991 -1.44599
H -4.05356 -1.32354 0.28519
H -5.36792 -0.78799 -0.77781
H -5.23044 3.58208 -0.26149
H -3.66810 5.36830 -0.16184
H -1.99350 5.07900 -0.68466
H -1.56817 4.61463 1.55624
H -0.31376 3.57822 -0.01865
H 2.11233 0.00343 -0.18185
H 4.11568 3.09383 0.16814
H 6.56676 3.05787 0.37064
H 7.77950 0.90166 0.39587
H 6.51302 -1.21223 0.22229
H 1.56837 -2.43051 -2.11891
H 1.04441 -4.83514 -2.34205
H -0.65111 -5.86994 -0.85255
H -1.42541 -3.61763 2.72466
H -2.73830 -4.70376 3.00058
H -1.24579 -2.10320 1.07073
```



Entry 2:
DFT (the ωB97M-V functional and the def2-TZVPD basis) results for a structure of composition C24H19DyNO6S3 in a non-equilibrium geometry.

Output
Kohn-Sham gap (spin up / spin down), eV: 6.83 / 6.83
Energy above the lowest of the compared OMol25 structures with the same formula, charge and spin, kcal per mole: 16.9
Spin multiplicity: 6
Highest occupied orbital energy (spin up / spin down), eV: -4.4 / -4.4
Charge: -1
Energy, Eh: -3511.976271
F_max, hartree/bohr: 0.08282

```
54
C24H19DyNO6S3 (the ωB97M-V functional and the def2-TZVPD basis)
Dy -1.05070 0.27350 -0.56940
N 2.00030 -0.05360 -1.62440
C 2.42980 -0.51330 -0.38620
C 3.31550 0.24330 0.37850
C 3.78510 -0.22970 1.58740
C 3.38630 -1.47140 2.04880
C 2.48040 -2.21650 1.31390
C 1.97530 -1.75020 0.10600
C 1.04750 -2.56570 -0.71600
C 1.45170 -3.86120 -1.03740
C 0.69700 -4.64320 -1.88900
C -0.46810 -4.11710 -2.41600
C -0.87560 -2.83630 -2.07170
C -0.15400 -1.98560 -1.20240
H 2.44760 0.78610 -1.95360
H 1.80360 -0.75640 -2.32410
H 3.59930 1.22030 0.02440
H 4.46610 0.36940 2.17690
H 3.77470 -1.85700 2.97930
H 2.14250 -3.17660 1.68470
H 2.37850 -4.25260 -0.63430
H 1.02030 -5.64550 -2.14400
H -1.06170 -4.70910 -3.09820
H -1.80480 -2.47380 -2.50760
O 0.53940 1.32490 0.65230
S 0.66640 2.39370 -0.34220
O 2.01720 2.85470 -0.57260
O 0.00140 1.98520 -1.58920
C -0.18560 3.79400 0.40310
C 0.48970 5.00280 0.44110
C -0.06820 6.10210 1.07180
C -1.30510 5.98020 1.68600
C -1.97320 4.76790 1.65520
C -1.41680 3.66990 1.01810
S -2.50360 2.24110 0.75190
O -3.77050 2.63410 1.30930
O -1.94210 1.02740 1.37050
O -2.46110 2.11540 -0.70580
H 1.45490 5.04910 -0.03630
H 0.45560 7.04800 1.07410
H -1.76000 6.83100 2.17090
H -2.94770 4.64460 2.10000
S -3.57160 -0.68970 -1.33770
C -3.69580 -2.21590 -0.50360
C -4.65160 -3.15520 -0.90790
C -4.78120 -4.36220 -0.25620
C -3.96330 -4.67470 0.81910
C -3.02490 -3.74780 1.24470
C -2.89410 -2.53150 0.60170
H -5.28330 -2.90600 -1.74570
H -5.52880 -5.07420 -0.57860
H -4.06190 -5.62040 1.33070
H -2.39930 -3.97000 2.09990
H -2.16700 -1.78900 0.96480
```



Entry 3:
DFT (the ωB97M-V functional and the def2-TZVPD basis) results for the molecule C24H19F3N2O4S in a non-equilibrium geometry.

Output
Kohn-Sham gap, eV: 6.50
Spin multiplicity: 1
Highest occupied orbital energy, eV: -7.5
SMILES: Cn1cc([C@H](c2ccccc2)[C@H](c2ccc([N+](=O)[O-])cc2)S(=O)(=O)C(F)(F)F)c2ccccc21
Energy, Eh: -2034.052535
F_max, hartree/bohr: 0.06522

```
53
C24H19F3N2O4S (the ωB97M-V functional and the def2-TZVPD basis)
C 6.30908 0.56584 -0.17173
N 4.95147 0.34458 -0.62284
C 3.95544 -0.20504 0.14132
C 2.78420 -0.31557 -0.61920
C 1.50245 -0.86553 -0.10548
C 0.31030 -0.70088 -1.08105
C -0.13362 0.54880 -1.51183
C -1.17178 0.62502 -2.45653
C -1.77772 -0.54754 -2.92178
C -1.40589 -1.79079 -2.40141
C -0.34178 -1.86300 -1.50174
C 1.16977 -0.57983 1.36044
C -0.29229 -0.34130 1.73471
C -1.13324 -1.45687 1.90961
C -2.38236 -1.32380 2.50418
C -2.84370 -0.03547 2.83639
N -3.93422 0.09578 3.74706
O -4.25235 1.24008 4.14467
O -4.51188 -0.94419 4.14075
C -2.08895 1.10316 2.48714
C -0.82480 0.94543 1.93585
S 2.23009 0.60725 2.34292
O 1.44678 1.26961 3.35669
O 3.05608 1.40455 1.45238
C 3.35535 -0.57606 3.31438
F 4.57837 -0.00836 3.41342
F 3.50749 -1.80456 2.72334
F 2.84909 -0.77421 4.53916
C 3.11097 0.12442 -1.95437
C 2.46953 0.15650 -3.19700
C 3.12431 0.72236 -4.29824
C 4.45072 1.17532 -4.20804
C 5.15607 1.08944 -2.99853
C 4.47264 0.58236 -1.90364
H 6.77223 1.32586 -0.80510
H 6.29449 0.91562 0.86670
H 6.90997 -0.35423 -0.22666
H 4.24036 -0.60429 1.10936
H 1.67281 -1.95828 -0.13026
H 0.35479 1.45240 -1.13371
H -1.48077 1.60729 -2.82862
H -2.56724 -0.48086 -3.67143
H -1.91656 -2.71103 -2.69484
H -0.00976 -2.83274 -1.11921
H 1.48224 -1.48172 1.91324
H -0.77838 -2.44646 1.60485
H -2.97808 -2.19571 2.76472
H -2.47394 2.09478 2.70772
H -0.26465 1.84073 1.65982
H 1.47052 -0.26842 -3.29140
H 2.58819 0.80245 -5.24599
H 4.93984 1.57874 -5.09269
H 6.19500 1.39842 -2.89963
```



Entry 4:
DFT (the ωB97M-V functional and the def2-TZVPD basis) results for a structure of composition C24H20AgN3O6S2 in a non-equilibrium geometry.

Output
Kohn-Sham gap, eV: 5.67
Spin multiplicity: 1
Highest occupied orbital energy, eV: -1.2
Charge: -2
Energy, Eh: -2485.622764
F_max, hartree/bohr: 0.07840

```
56
C24H20AgN3O6S2 (the ωB97M-V functional and the def2-TZVPD basis)
Ag -14.27901 3.42122 5.49116
C -19.33079 5.64808 2.43901
C -18.07738 5.63997 3.26182
C -16.87280 5.35372 2.58482
C -15.65204 5.58745 3.20840
C -15.65286 6.03355 4.51120
C -16.81065 6.17076 5.26250
C -18.01300 5.97425 4.62915
S -14.15321 6.69180 5.12791
O -13.69643 7.72714 4.19755
O -14.43545 7.18637 6.45957
N -13.15794 5.44014 5.06799
C -11.98782 5.29920 4.26511
C -11.90645 3.87556 3.65919
O -11.05612 3.65310 2.76614
O -12.76871 2.97957 3.97637
H -20.17472 5.40147 3.13818
H -19.28220 4.87079 1.60279
H -19.53724 6.66709 2.06168
H -16.85155 5.09799 1.53636
H -14.72947 5.69968 2.61855
H -16.69034 6.39320 6.32670
H -18.94356 6.12780 5.19164
H -11.18053 5.41082 4.99138
H -11.82587 6.09954 3.53748
O -16.98897 2.51096 9.05541
S -15.76881 2.65447 8.26867
O -14.93508 3.85003 8.39075
N -15.98187 2.66110 6.62030
C -16.87620 1.90440 5.95380
C -18.20256 1.79124 6.33921
C -19.04430 0.83418 5.77421
C -18.59260 -0.00007 4.76101
C -17.28722 0.14704 4.21932
C -16.85086 -0.54235 3.00879
C -15.59352 -0.25014 2.54705
C -14.78753 0.73788 3.17329
N -15.18783 1.42079 4.26053
C -16.41464 1.10844 4.79632
C -14.74294 1.23349 8.57627
C -13.37386 1.49615 8.67013
C -12.56687 0.46665 9.00789
C -13.03949 -0.82607 9.07563
C -14.39933 -1.07262 9.05450
C -15.27776 -0.01530 8.95947
H -18.49384 2.38965 7.22088
H -20.03207 0.65510 6.15449
H -19.30084 -0.73590 4.39600
H -17.40136 -1.39627 2.57512
H -15.20042 -0.73147 1.69113
H -13.76335 0.99375 2.89576
H -13.09984 2.55272 8.44092
H -11.50759 0.68171 9.12000
H -12.29321 -1.64402 8.95864
H -14.71083 -2.07548 9.26818
H -16.34300 -0.06291 9.24188
```